[1]
This record from the Open Molecules 2025 dataset describes a molecular structure, C16H12IN2O8S4SbW. The level of theory is ωB97M-V/def2-TZVPD.

Cartesian coordinates (Å):
W  0.871  1.346  1.477
C  4.017  -1.993  0.833
C  2.796  -2.168  -0.014
N  2.775  -3.123  -0.920
C  1.684  -3.266  -1.688
C  0.548  -2.507  -1.564
C  -0.609  -2.738  -2.492
O  -0.708  -1.761  -3.523
C  0.517  -1.501  -0.569
C  -0.692  -0.758  -0.350
N  -0.945  0.116  0.571
C  -2.304  0.451  0.787
C  -3.383  -0.213  0.189
C  -4.685  0.172  0.426
C  -4.959  1.225  1.294
C  -3.916  1.861  1.929
C  -2.591  1.469  1.707
I  0.155  -0.696  3.473
C  1.690  -1.296  0.180
O  1.777  -0.353  1.066
H  4.610  -2.906  0.810
H  3.735  -1.744  1.856
H  4.618  -1.167  0.447
H  1.746  -4.046  -2.443
H  -1.545  -2.781  -1.921
H  -0.487  -3.701  -2.991
H  -0.278  -0.947  -3.233
H  -1.510  -1.022  -1.010
H  -3.226  -1.057  -0.469
H  -5.491  -0.365  -0.060
H  -5.983  1.522  1.489
H  -4.085  2.677  2.620
O  2.252  0.704  -2.383
C  2.125  1.100  -1.249
O  0.977  1.312  -0.654
C  3.286  1.426  -0.269
O  4.446  1.213  -0.548
O  2.813  1.919  0.824
S  -1.747  2.895  -1.523
Sb  -0.197  3.594  0.109
S  1.552  4.654  -1.026
S  -1.322  2.251  2.595
S  -1.308  5.519  0.792
O  1.242  2.919  2.375
O  1.737  1.764  3.048

The LUMO energy (spin up / spin down) comes out at 3.73 / 2.78 eV. As for the charge: -2. As for the molar mass: 921.05 g/mol. The calculation puts the highest occupied orbital energy (spin up / spin down) at -2.2 / -2.2 eV. Its spin multiplicity is 3. For the gap between HOMO and LUMO (spin up / spin down), the calculation gives 0.2181 / 0.1821 Eh. Its calculated total energy is -3526.2328 hartree. The calculation puts the energy above the lowest of the compared OMol25 structures with the same formula, charge and spin at 207.9 kJ/mol.

=====

[2]
This record from the Open Molecules 2025 dataset describes a molecular structure, C16H13B2Cl2F7N4O2S3V. The level of theory is ωB97M-V/def2-TZVPD.

Cartesian coordinates (Å):
V  -0.436  -0.423  0.082
C  2.535  -2.488  -1.694
N  2.842  -2.390  -0.284
C  3.270  -3.424  0.521
C  3.300  -2.935  1.777
N  2.899  -1.616  1.748
B  2.870  -0.844  3.125
N  2.190  0.542  3.040
C  2.883  1.725  3.156
C  2.000  2.744  3.074
N  0.759  2.169  2.899
C  -0.484  2.894  2.720
C  0.884  0.825  2.853
S  -0.405  -0.292  2.560
C  2.624  -1.282  0.475
S  2.031  0.185  -0.215
H  2.725  -3.514  -2.005
H  3.152  -1.799  -2.268
H  1.484  -2.250  -1.859
H  3.447  -4.412  0.134
H  3.529  -3.421  2.709
H  4.026  -0.642  3.466
H  2.298  -1.561  3.913
H  3.951  1.730  3.279
H  2.132  3.811  3.094
H  -0.320  3.927  3.024
H  -1.264  2.439  3.324
H  -0.774  2.875  1.679
F  -3.238  0.495  -6.049
C  -3.131  0.162  -4.749
C  -1.894  0.090  -4.139
F  -0.788  0.347  -4.852
C  -1.816  -0.265  -2.808
F  -0.577  -0.340  -2.274
C  -2.923  -0.556  -2.016
S  -2.742  -1.046  -0.341
C  -4.147  -0.474  -2.676
F  -5.288  -0.718  -2.012
C  -4.261  -0.125  -4.007
F  -5.470  -0.046  -4.592
Cl  -3.696  3.004  -2.149
C  -3.008  2.567  -0.549
Cl  -3.816  3.529  0.730
C  -1.474  2.799  -0.554
O  -1.065  3.959  -0.548
O  -0.812  1.725  -0.577
H  -3.258  1.527  -0.372
F  -0.310  -3.294  -1.055
B  -0.274  -2.516  0.110
F  -0.160  -3.400  1.155

The LUMO energy (spin up / spin down) comes out at 4.68 / 4.68 eV. As for the charge: -2. As for the molar mass: 665.97 g/mol. The calculation puts the highest occupied orbital energy (spin up / spin down) at -0.6 / 0.0 eV. Its spin multiplicity is 2. For the gap between HOMO and LUMO (spin up / spin down), the calculation gives 0.1956 / 0.1727 Eh. Its calculated total energy is -4795.0063 hartree. The calculation puts the energy above the lowest of the compared OMol25 structures with the same formula, charge and spin at 11.4 kJ/mol.

=====

[3]
This record from the Open Molecules 2025 dataset describes 2 unconnected molecules or ions with the total composition C16H13Br2O3S. The level of theory is ωB97M-V/def2-TZVPD.

Cartesian coordinates (Å):
C  -2.359  -2.411  3.873
C  -1.514  -1.327  3.255
S  -0.099  -1.887  2.486
O  -1.829  -0.131  3.314
H  -3.355  -2.008  4.035
H  -2.409  -3.303  3.246
H  -1.929  -2.680  4.839
C  -3.317  0.311  -4.067
O  -3.117  -0.656  -3.016
C  -2.204  -0.361  -2.060
C  -1.413  0.819  -2.064
C  -0.435  0.975  -1.092
C  -0.219  0.010  -0.055
C  0.828  0.180  0.897
C  2.100  0.665  0.580
C  3.052  0.928  1.649
C  4.298  1.410  1.415
Br  5.520  1.757  2.813
C  4.796  1.665  0.018
O  5.954  2.038  -0.211
C  3.801  1.376  -1.051
Br  4.374  1.699  -2.823
C  2.568  0.868  -0.776
C  -1.102  -1.086  -0.049
C  -2.058  -1.304  -1.012
H  -4.075  -0.133  -4.714
H  -3.680  1.266  -3.658
H  -2.389  0.484  -4.631
H  -1.543  1.563  -2.851
H  0.167  1.880  -1.130
H  0.663  0.054  1.984
H  2.731  0.729  2.682
H  1.903  0.622  -1.618
H  -1.021  -1.821  0.778
H  -2.688  -2.189  -0.988

The LUMO energy comes out at 1.85 eV. As for the charge: -1. As for the molar mass: 445.15 g/mol. The calculation puts the highest occupied orbital energy at -4.2 eV. For the gap between HOMO and LUMO, the calculation gives 0.2235 Eh. Its calculated total energy is -6389.4391 hartree.

=====

[4]
This record from the Open Molecules 2025 dataset describes a molecular structure, C16H13Br5InO4P. The level of theory is ωB97M-V/def2-TZVPD.

Cartesian coordinates (Å):
In  -0.521  -0.055  0.080
Br  -1.752  2.333  6.661
C  -0.872  1.815  5.087
C  0.418  2.355  4.782
Br  1.208  3.589  5.957
C  1.072  1.988  3.631
Br  2.762  2.667  3.177
C  0.505  1.047  2.730
O  1.061  0.676  1.657
C  -0.804  0.468  3.057
O  -1.278  -0.401  2.269
C  -1.465  0.918  4.233
Br  -3.157  0.170  4.573
Br  -1.898  -0.171  -7.545
C  -1.707  0.639  -5.838
C  -1.168  -0.102  -4.801
C  -1.044  0.487  -3.552
C  -1.442  1.801  -3.342
C  -1.963  2.530  -4.406
C  -2.105  1.953  -5.658
C  -1.333  2.488  -2.003
O  -1.499  3.689  -1.927
O  -1.078  1.749  -0.955
H  -0.849  -1.123  -4.961
H  -0.622  -0.084  -2.736
H  -2.255  3.557  -4.237
H  -2.518  2.514  -6.484
C  0.760  -4.053  1.034
P  1.232  -2.303  0.754
C  2.429  -2.030  2.110
C  2.318  -2.468  -0.716
H  1.665  -4.660  1.079
H  0.124  -4.406  0.223
H  0.209  -4.144  1.969
H  3.196  -2.806  2.087
H  1.899  -2.065  3.062
H  2.883  -1.048  2.001
H  3.182  -3.091  -0.484
H  2.659  -1.487  -1.046
H  1.751  -2.933  -1.523

The LUMO energy (spin up / spin down) comes out at -2.14 / -2.47 eV. As for the molar mass: 814.59 g/mol. The calculation puts the highest occupied orbital energy (spin up / spin down) at -8.4 / -7.9 eV. For the gap between HOMO and LUMO (spin up / spin down), the calculation gives 0.2316 / 0.2012 Eh. Its calculated total energy is -14320.0120 hartree.

=====

[5]
This record from the Open Molecules 2025 dataset describes a molecular structure, C16H13Cl2N12OPd. The level of theory is ωB97M-V/def2-TZVPD.

Cartesian coordinates (Å):
Pd  0.478  -1.059  0.049
Cl  -3.537  -4.138  0.335
C  -3.710  -2.461  0.208
C  -4.962  -1.871  0.152
C  -5.091  -0.498  0.043
Cl  -6.655  0.174  -0.008
C  -3.942  0.372  -0.025
C  -3.990  1.769  -0.137
C  -2.809  2.469  -0.195
C  -1.596  1.773  -0.139
N  -1.533  0.459  -0.031
C  -2.682  -0.217  0.022
C  -2.521  -1.652  0.157
O  -1.382  -2.130  0.223
H  -5.844  -2.496  0.194
H  -4.945  2.277  -0.170
H  -2.802  3.548  -0.276
H  -0.654  2.312  -0.180
N  3.463  -3.437  0.006
C  3.743  -2.111  0.026
N  4.998  -1.662  0.037
N  4.864  -0.348  0.019
N  3.575  -0.027  0.001
N  2.834  -1.132  0.008
C  2.236  -3.964  -0.053
N  2.040  -5.293  -0.104
N  0.738  -5.423  -0.171
N  0.162  -4.209  -0.156
N  1.085  -3.270  -0.079
H  4.249  -4.082  0.009
C  2.262  3.813  -1.968
C  1.819  2.877  -0.894
C  1.740  3.017  0.476
C  1.284  1.788  0.972
N  1.062  0.964  -0.045
N  1.372  1.636  -1.168
C  1.065  1.343  2.378
H  2.576  4.759  -1.534
H  1.452  4.010  -2.672
H  3.104  3.398  -2.525
H  2.027  3.883  1.053
H  1.393  1.166  -2.054
H  1.311  2.138  3.077
H  1.699  0.484  2.604
H  0.026  1.053  2.536

The LUMO energy (spin up / spin down) comes out at -4.04 / -5.91 eV. As for the charge: +1. As for the molar mass: 566.69 g/mol. The calculation puts the highest occupied orbital energy (spin up / spin down) at -11.8 / -12.3 eV. Its spin multiplicity is 5. For the gap between HOMO and LUMO (spin up / spin down), the calculation gives 0.2857 / 0.2347 Eh. Its calculated total energy is -2397.7055 hartree. The calculation puts the energy above the lowest of the compared OMol25 structures with the same formula, charge and spin at 173.5 kJ/mol.

=====

[6]
This record from the Open Molecules 2025 dataset describes a gas-phase ion, C16H13Cl2N2 (charge +1). The level of theory is ωB97M-V/def2-TZVPD.

Cartesian coordinates (Å):
Cl  -5.540  1.148  -1.220
C  -3.928  0.607  -1.347
C  -3.633  -0.750  -1.155
C  -2.318  -1.195  -1.060
C  -1.249  -0.256  -0.937
C  0.016  -0.698  -0.174
C  1.331  -0.242  -0.815
C  2.367  -1.178  -1.120
C  3.686  -0.746  -1.263
C  4.003  0.613  -1.354
Cl  5.631  1.117  -1.346
C  2.976  1.526  -1.128
C  1.644  1.126  -0.916
C  -1.531  1.082  -1.361
C  -2.867  1.505  -1.355
H  -4.446  -1.456  -1.068
H  -2.123  -2.270  -0.913
H  0.013  -1.790  -0.200
H  2.163  -2.263  -1.075
H  4.486  -1.470  -1.292
H  3.222  2.575  -1.062
H  0.903  1.876  -0.596
H  -0.749  1.819  -1.543
H  -3.100  2.558  -1.349
N  -0.076  -0.735  1.443
C  0.864  -0.988  2.368
N  0.470  -0.531  3.558
C  -0.758  0.080  3.435
C  -1.092  -0.031  2.133
H  1.840  -1.427  2.295
H  0.999  -0.559  4.446
H  -1.245  0.547  4.275
H  -1.960  0.405  1.698

The SMILES is Clc1ccc(C(c2ccc(Cl)cc2)n2cc[nH+]c2)cc1. The LUMO energy comes out at -3.27 eV. As for the charge: +1. As for the molar mass: 304.20 g/mol. The calculation puts the highest occupied orbital energy at -11.8 eV. For the gap between HOMO and LUMO, the calculation gives 0.3118 Eh. Its calculated total energy is -1647.1253 hartree.